Record 1
C17H27F13N3O3S | wB97M-V/def2-TZVPD

Results
Kohn-Sham gap	6.4	eV
E_LUMO	-4.932	eV
max |F|	4.398	eV/Å
net charge	+1
multiplicity	1

Last column: Löwdin charge in e.
Geometry (Å):
N  6.848  1.038  -0.916  -0.003
C  6.843  -0.111  0.023  -0.222
C  6.405  -1.474  -0.684  -0.341
O  6.996  -2.512  0.125  -0.052
C  4.826  -1.489  -0.654  -0.064
C  4.160  -2.467  -1.655  -0.078
C  4.824  -3.778  -1.844  0.083
C  4.211  -4.705  -2.791  0.069
C  2.974  -4.205  -3.450  -0.030
N  2.425  -3.015  -3.238  0.126
N  3.024  -2.246  -2.363  -0.058
C  2.354  -0.918  -2.113  -0.049
C  0.803  -1.102  -2.428  -0.048
C  0.024  0.203  -2.003  -0.361
F  0.542  1.187  -2.864  0.077
F  0.359  0.641  -0.742  0.109
C  -1.515  0.171  -2.301  -0.290
F  -1.919  1.499  -2.278  0.126
F  -1.780  -0.226  -3.590  0.143
C  -2.449  -0.536  -1.230  -0.289
F  -3.727  -0.214  -1.680  0.128
F  -2.334  0.158  -0.066  0.117
C  -2.409  -2.104  -1.158  -0.356
F  -1.855  -2.687  -2.274  0.105
F  -3.703  -2.551  -1.185  0.117
S  -1.616  -2.915  0.343  0.906
F  -2.728  -4.122  0.264  -0.148
F  -0.680  -3.879  -0.623  -0.179
F  -0.447  -1.797  0.453  -0.147
F  -2.598  -2.187  1.394  -0.121
F  -0.915  -3.665  1.605  -0.133
H  5.931  1.486  -0.796  0.065
H  7.492  1.722  -0.500  0.081
H  6.078  0.056  0.834  0.123
H  7.838  -0.312  0.497  0.133
H  6.794  -1.494  -1.736  0.160
H  7.429  -3.143  -0.476  0.095
H  4.486  -0.430  -0.759  0.111
H  4.524  -1.832  0.378  0.164
H  5.740  -4.071  -1.299  0.117
H  4.614  -5.717  -2.992  0.126
H  2.477  -4.885  -4.178  0.137
H  2.382  -0.657  -1.023  0.136
H  2.793  -0.114  -2.749  0.157
H  0.613  -1.195  -3.529  0.142
H  0.486  -2.004  -1.859  0.101
C  -3.822  1.468  1.904  -0.101
C  -4.256  1.645  3.347  -0.311
O  -4.039  2.986  3.771  -0.086
H  -2.766  1.719  1.789  0.074
H  -3.980  0.441  1.574  0.058
H  -4.383  2.139  1.246  0.082
H  -3.680  0.990  4.002  0.114
H  -5.318  1.406  3.465  0.112
H  -4.558  3.562  3.197  0.068
C  -6.030  5.954  4.579  -0.098
C  -7.263  6.101  3.707  -0.326
O  -7.407  7.447  3.268  -0.083
H  -6.094  6.613  5.446  0.079
H  -5.916  4.925  4.926  0.067
H  -5.130  6.240  4.026  0.073
H  -8.160  5.836  4.268  0.113
H  -7.199  5.449  2.829  0.103
H  -6.618  7.676  2.764  0.080

***

Record 2
C17H27F3N2O | wB97M-V/def2-TZVPD

Results
Kohn-Sham gap	5.5	eV
E_LUMO	-1.840	eV
max |F|	3.695	eV/Å
net charge	0
multiplicity	1
SMILES string	CC(C)(C)C1=CC(=CC(F)(F)F)C=C(C(C)(C)C)C1=O.CNN

Last column: Löwdin charge in e.
Geometry (Å):
C  2.084  3.647  -0.598  -0.045
C  2.472  2.764  0.594  -0.548
C  3.919  2.313  0.395  -0.074
C  2.404  3.612  1.871  -0.042
C  1.519  1.552  0.719  -0.047
C  1.972  0.263  0.817  0.041
C  1.097  -0.861  0.964  -0.166
C  1.626  -2.153  1.154  0.077
C  0.892  -3.354  0.810  -0.529
F  1.708  -4.465  0.734  0.104
F  -0.103  -3.718  1.742  0.057
F  0.213  -3.273  -0.388  0.113
C  -0.316  -0.612  0.931  0.048
C  -0.846  0.648  0.922  -0.046
C  -2.363  0.881  1.065  -0.548
C  -2.652  1.632  2.371  -0.041
C  -3.135  -0.440  1.097  -0.068
C  -2.891  1.712  -0.107  -0.044
C  0.069  1.803  0.846  -0.238
O  -0.380  2.976  0.926  0.042
H  1.067  4.026  -0.462  0.076
H  2.778  4.494  -0.672  0.090
H  2.133  3.064  -1.525  0.092
H  4.272  1.723  1.248  0.084
H  4.018  1.722  -0.523  0.091
H  4.573  3.190  0.302  0.091
H  2.678  3.005  2.743  0.092
H  3.098  4.459  1.796  0.090
H  1.387  3.992  2.005  0.078
H  3.039  0.034  0.747  0.117
H  2.683  -2.286  1.324  0.131
H  -0.960  -1.494  0.950  0.106
H  -2.157  2.606  2.356  0.077
H  -3.733  1.778  2.490  0.090
H  -2.279  1.056  3.227  0.092
H  -2.982  -1.004  0.170  0.092
H  -2.834  -1.054  1.954  0.089
H  -4.211  -0.243  1.193  0.091
H  -2.694  1.190  -1.051  0.092
H  -3.973  1.861  -0.005  0.090
H  -2.394  2.685  -0.125  0.077
C  2.783  -3.177  6.000  -0.141
N  2.582  -3.464  4.588  -0.230
N  1.323  -3.057  4.154  -0.028
H  3.843  -3.326  6.220  0.073
H  2.509  -2.128  6.158  0.070
H  2.183  -3.816  6.667  0.071
H  2.738  -4.435  4.331  0.107
H  1.173  -2.073  4.367  0.078
H  1.125  -3.305  3.189  0.024

***

Record 3
C17H27F6N2O11S4Y | wB97M-V/def2-TZVPD

Results
Kohn-Sham gap	8.3	eV
E_LUMO	-6.354	eV
max |F|	0.398	eV/Å
net charge	+2
multiplicity	1

Last column: Löwdin charge in e.
Geometry (Å):
Y  0.281  -0.177  -0.073  1.594
O  0.207  -0.475  4.542  0.203
C  0.042  -0.083  3.305  -0.416
O  0.653  -0.543  2.352  -0.028
C  -0.956  1.004  3.120  -0.150
C  -1.705  1.547  4.150  0.064
C  -2.584  2.574  3.833  0.024
C  -2.667  3.004  2.519  0.056
C  -1.875  2.384  1.560  -0.167
N  -1.035  1.402  1.854  0.156
C  -1.851  2.734  0.099  -0.467
O  -2.621  3.679  -0.381  0.212
O  -1.073  2.152  -0.629  -0.013
H  0.880  -1.173  4.610  0.163
H  -1.601  1.180  5.161  0.139
H  -3.192  3.033  4.599  0.136
H  -3.344  3.810  2.272  0.134
H  -3.304  3.987  0.230  0.135
F  -4.532  -1.975  0.522  0.163
C  -4.367  -1.537  -0.721  -0.682
F  -5.512  -1.128  -1.216  0.199
F  -3.866  -2.510  -1.474  0.153
S  -3.173  -0.128  -0.668  0.674
O  -1.958  -0.709  -0.055  -0.431
O  -3.812  0.881  0.119  -0.221
N  -3.005  0.254  -2.158  -0.245
S  -1.694  0.275  -3.013  0.667
O  -0.481  0.102  -2.198  -0.446
O  -1.674  1.319  -3.966  -0.189
C  -1.739  -1.352  -3.898  -0.670
F  -1.515  -2.306  -2.984  0.133
F  -0.769  -1.385  -4.799  0.171
F  -2.902  -1.556  -4.473  0.194
C  1.987  -1.255  -3.046  -0.038
O  1.690  -1.531  -1.662  -0.311
C  2.741  -2.303  -1.061  -0.176
C  3.588  -1.373  -0.239  -0.159
O  2.711  -0.733  0.689  -0.306
C  3.440  0.166  1.529  -0.060
H  1.855  -2.165  -3.631  0.115
H  3.018  -0.907  -3.141  0.100
H  1.308  -0.489  -3.396  0.073
H  3.334  -2.800  -1.828  0.147
H  2.285  -3.068  -0.437  0.078
H  4.060  -0.613  -0.872  0.137
H  4.367  -1.919  0.299  0.150
H  4.133  -0.395  2.159  0.110
H  2.730  0.704  2.147  0.084
H  3.998  0.879  0.919  0.097
C  1.700  4.160  -0.733  -0.204
S  1.580  2.634  -1.654  0.960
C  3.229  2.614  -2.345  -0.209
O  1.629  1.539  -0.573  -0.635
H  1.833  4.976  -1.443  0.080
H  2.539  4.102  -0.042  0.075
H  0.761  4.293  -0.201  0.053
H  3.309  3.429  -3.064  0.079
H  3.341  1.665  -2.867  0.051
H  3.972  2.716  -1.556  0.072
C  0.748  -3.571  2.164  -0.346
S  -0.013  -3.139  0.583  0.811
C  -1.711  -3.652  0.904  -0.343
H  0.166  -3.155  2.984  0.036
H  1.756  -3.161  2.176  0.038
H  0.788  -4.654  2.252  0.058
H  -1.705  -4.691  1.224  0.061
H  -2.248  -3.571  -0.035  0.024
H  -2.176  -3.019  1.656  0.048

***

Record 4
C17H27FN12RuSi | wB97M-V/def2-TZVPD

Results
Kohn-Sham gap (alpha / beta)	5.3 / 5.6	eV
E_LUMO (alpha / beta)	-5.041 / -4.698	eV
max |F|	3.292	eV/Å
net charge	+1
expectation value of S²	0.7622
multiplicity	2

Last column: Löwdin charge in e.
Geometry (Å):
Ru  -0.349  -0.492  -0.046  1.301
N  -3.268  -0.439  1.862  0.167
C  -3.316  0.200  0.658  -0.464
N  -4.335  0.934  0.243  0.056
N  -3.977  1.383  -0.964  -0.053
N  -2.798  0.973  -1.284  -0.082
N  -2.340  0.217  -0.270  -0.112
C  -2.120  -0.862  2.454  -0.456
N  -2.044  -1.522  3.592  0.060
N  -0.735  -1.697  3.812  -0.047
N  -0.021  -1.182  2.876  -0.060
N  -0.873  -0.598  1.998  -0.124
H  -4.143  -0.627  2.326  0.164
C  2.611  -0.799  0.738  -0.182
Si  2.200  -1.522  -0.964  0.408
C  3.636  -2.524  -1.626  -0.161
C  1.750  -0.079  -2.143  -0.173
N  0.637  -2.251  -0.769  -0.136
C  0.057  -3.442  -1.090  -0.284
C  0.750  -4.531  -1.654  -0.025
C  0.088  -5.691  -2.003  -0.082
C  -1.280  -5.827  -1.808  -0.074
C  -1.994  -4.794  -1.218  -0.004
C  -1.320  -3.654  -0.866  -0.218
F  -2.000  -2.642  -0.269  0.009
H  3.452  -0.103  0.686  0.041
H  2.868  -1.599  1.433  0.050
H  1.750  -0.282  1.190  -0.037
H  4.508  -1.872  -1.711  0.043
H  3.435  -2.943  -2.612  0.039
H  3.896  -3.339  -0.949  0.044
H  2.532  0.679  -2.218  0.035
H  0.808  0.419  -1.828  -0.018
H  1.563  -0.464  -3.146  0.046
H  1.818  -4.448  -1.803  0.088
H  0.645  -6.510  -2.437  0.110
H  -1.785  -6.736  -2.102  0.109
H  -3.056  -4.875  -1.029  0.126
C  -0.423  3.911  2.019  -0.044
C  -0.731  2.469  1.554  -0.140
N  -0.037  2.180  0.291  -0.190
C  -0.584  3.027  -0.781  -0.133
C  -0.559  4.510  -0.350  -0.045
N  0.271  4.609  0.892  -0.085
C  1.611  3.991  0.655  -0.047
C  1.393  2.472  0.450  -0.140
H  0.233  3.928  2.887  0.142
H  -1.332  4.458  2.260  0.143
H  -1.802  2.337  1.399  0.121
H  -0.417  1.750  2.307  0.109
H  -1.596  2.713  -1.015  0.084
H  0.011  2.871  -1.682  0.132
H  -1.555  4.886  -0.122  0.144
H  -0.116  5.143  -1.117  0.141
H  0.393  5.590  1.138  0.195
H  2.250  4.196  1.511  0.141
H  2.049  4.465  -0.222  0.140
H  1.767  1.906  1.303  0.119
H  1.926  2.133  -0.437  0.107